Molecular formula: C8H14B2
Method: DFT, ωB97M-V/def2-TZVPD

Output
- energy above the lowest of the compared OMol25 structures with the same formula, charge and spin (eV) = 2.333
- highest occupied orbital energy (eV) = -9.30
- gap between HOMO and LUMO (Ha) = 0.3365

Last column: Löwdin charge in e.
Element x y z (Å)
B  -1.49  1.48  0.27  0.135
B  2.93  -0.83  0.22  0.052
C  -2.29  -1.04  0.26  -0.161
C  -2.69  0.19  0.56  -0.046
C  1.10  0.20  1.61  0.076
C  1.63  -0.01  0.40  -0.284
C  -0.92  -1.42  -0.27  -0.192
C  0.28  1.88  -0.59  -0.070
C  -0.19  -0.53  -1.30  -0.152
C  0.89  0.50  -0.82  -0.385
H  -3.65  0.45  0.97  0.051
H  -1.85  2.48  0.76  0.000
H  3.22  -1.26  -0.82  0.025
H  3.62  -1.02  1.14  0.020
H  -2.93  -1.90  0.44  0.098
H  0.16  0.71  1.75  0.061
H  1.59  -0.17  2.50  0.073
H  -0.27  -1.58  0.59  0.103
H  -1.05  -2.41  -0.74  0.108
H  0.04  2.40  -1.51  0.069
H  0.84  2.51  0.09  0.070
H  0.33  -1.22  -1.97  0.110
H  -0.92  0.01  -1.90  0.114
H  1.61  0.58  -1.65  0.124